Entry 1:
15
Properties=species:S:1:pos:R:3:forces:R:3 method="wB97M-V/def2-TZVPD" gap_ev=9.412 e_above_lowest_kcal_mol=11.4 homo_energy_ev=-9.048 fmax_ev_per_a=3.5
I 1.49464 2.13265 1.28008 0.05 -0.13 -0.71
H 2.36410 0.80542 -1.93260 0.83 0.92 -0.57
O -2.41159 -1.41424 0.34028 -0.60 -0.20 -0.13
H 2.29382 -0.46686 -0.83862 1.30 -1.36 1.96
C 1.73006 0.26821 -1.28015 -2.21 0.89 -1.05
H 1.07154 -0.28626 -1.94200 -0.19 -0.12 -0.28
H -0.82900 0.46449 -1.51563 -0.08 1.48 0.53
N -1.05987 -1.65023 0.11376 -0.87 1.10 2.33
N -0.26807 -1.39011 1.00794 0.55 -0.18 1.15
C -0.48854 1.27029 -0.80179 0.14 -0.66 -0.38
H -1.17838 1.99183 -0.33184 0.39 -0.74 -0.28
O -0.78984 -0.95859 2.31806 -1.87 -0.78 -2.89
H -0.02729 -0.77804 2.83865 1.40 0.16 0.24
H -2.70917 -1.15979 1.25529 1.41 -0.27 -0.67
C 0.80760 1.17123 -0.51143 -0.25 -0.12 0.74

Entry 2:
80
Properties=species:S:1:pos:R:3:forces:R:3 method="wB97M-V/def2-TZVPD" gap_ev=4.273 e_above_lowest_kcal_mol=0.0 homo_energy_ev=-2.085 fmax_ev_per_a=3.0 charge=-1
H -2.24551 0.59643 0.74631 0.18 -0.41 -0.03
C 0.39864 1.81841 2.72021 0.11 -0.97 0.51
H 3.92629 -7.70444 -0.52979 -0.27 0.07 0.00
C -3.82957 6.27953 -3.18600 -0.63 0.53 -0.02
O -2.81521 5.24647 -2.93705 0.00 1.76 -0.96
C 1.61792 1.09371 2.54445 -0.89 -0.01 0.55
H -0.38119 -7.26676 -0.50718 0.24 -0.02 0.00
C -3.07309 -2.64598 0.97332 -0.45 0.35 -0.32
C 0.61972 -6.88297 -0.31712 0.34 0.21 0.09
H 0.70188 1.08153 -0.90871 0.14 0.36 0.29
N 2.30593 -2.65542 -0.04052 0.23 0.32 -1.09
C -0.56670 0.92611 3.28429 1.04 -0.04 -0.23
H 4.14977 -5.38905 0.36092 -0.28 -0.23 0.02
H -1.67975 2.72379 -0.51663 0.09 0.34 0.00
C -2.74247 -1.07922 -0.69609 -0.27 0.20 0.20
C -3.08494 -2.44413 -0.44174 -0.26 0.21 0.23
C -4.35469 6.88527 -1.89624 -0.11 -0.09 0.15
H 1.64914 3.36757 -2.54183 -0.01 -0.04 -0.13
H -3.52993 7.22074 -1.25221 -0.21 -0.15 -0.16
H 3.03722 -2.68351 -0.74937 -0.36 -0.14 0.48
H -3.11402 7.36401 -4.99655 0.04 0.13 0.04
C 4.35550 -4.37635 4.04249 -0.17 0.09 -0.31
H 2.54014 1.48389 2.12125 -0.08 0.00 0.09
C 1.41758 -0.22576 3.04339 -0.47 0.27 -0.12
C 5.31301 -3.36001 3.96514 -0.13 0.16 -0.25
C 1.03968 2.13183 -0.86376 -0.35 -0.63 0.40
H 5.96152 -1.60230 2.85648 -0.16 -0.25 0.14
N 0.16384 -2.41792 0.57011 -0.67 0.25 -0.60
C 3.33413 -4.44997 3.09016 0.25 0.10 0.11
H 0.59178 2.02692 -3.02112 0.03 0.19 0.34
H 4.39829 -5.12472 4.83400 0.04 0.22 -0.15
H -0.08487 4.75196 -2.09317 -0.09 -0.12 0.04
H -5.59732 5.08096 -3.53586 0.13 0.04 -0.16
H 6.12449 -3.31119 4.69416 -0.27 0.01 -0.18
C 3.16301 -5.82298 0.18130 -0.39 -0.27 -0.15
C -2.54703 -0.43504 0.57207 -0.38 0.03 0.05
C 0.78729 -3.17142 1.56956 -1.38 1.74 1.52
C 0.75763 -5.58727 0.19471 -0.07 -0.53 -0.15
H 2.59391 -5.25302 3.12683 0.23 0.29 0.09
C -2.85592 7.21444 -3.95075 -0.41 -0.80 0.56
H -2.57840 -0.62966 -1.67253 -0.09 -0.13 0.33
C 0.06650 -0.33891 3.47510 0.22 0.49 -0.08
H -5.59808 6.66702 -4.33879 0.18 -0.22 0.06
H -4.59019 5.34979 -4.99191 -0.06 0.03 0.19
C 3.26287 -3.50967 2.05797 -0.06 -0.12 0.04
H -1.22209 3.55931 -2.70978 -0.10 -0.03 0.14
C -2.73613 -1.41615 1.59335 -0.48 0.33 -0.04
C 0.78249 2.77749 -2.23891 0.04 0.27 0.33
C 1.12822 -2.01230 -0.35914 -0.61 0.13 0.28
H -1.50099 5.58359 -4.57346 0.08 0.05 0.31
O 0.38265 -3.29511 2.72155 0.49 -0.95 -2.02
C 2.02020 -5.06319 0.46450 0.08 0.17 0.01
C 5.23185 -2.40902 2.94050 -0.23 -0.26 -0.13
C 3.02655 -7.12223 -0.32910 -0.11 0.41 0.13
C -4.96814 5.80501 -4.06895 -0.20 -0.21 0.08
H -4.96860 6.15327 -1.35066 0.23 0.19 -0.06
H -4.98904 7.75353 -2.13520 0.17 -0.22 0.08
H 1.65671 -8.66599 -0.97339 0.01 0.22 0.14
H -2.60137 -1.26436 2.66323 0.19 0.04 -0.48
H 0.23885 2.86538 2.49251 0.00 -0.22 -0.04
H 2.18101 -1.00216 3.12593 -0.26 0.17 -0.10
H -1.59085 1.17763 3.55001 0.06 0.01 0.00
O 0.94306 -1.19558 -1.26204 0.27 -1.12 0.59
H 2.10038 2.12751 -0.55725 -0.54 0.09 -0.05
H -1.02124 6.42541 -3.04495 -0.19 -0.39 -0.18
C -0.84407 3.45235 -0.53822 0.14 -0.80 0.21
H -0.39330 -1.23610 3.89071 0.15 0.25 -0.09
H -3.37671 -3.17611 -1.18853 0.43 0.10 0.16
C 1.75457 -7.65897 -0.56800 0.09 0.29 0.00
H -2.66418 8.14725 -3.42598 0.07 0.06 -0.17
O 0.27437 2.85134 0.14066 0.14 0.74 -1.90
C -0.42226 3.71580 -1.99143 0.52 0.12 0.04
H -1.14588 4.36503 0.00119 0.13 -0.40 -0.14
Be -1.45479 -1.85259 0.31834 2.54 -1.26 1.02
H -3.33960 -3.55946 1.49959 0.42 0.17 -0.23
H 4.15568 -1.76570 1.16377 -0.03 -0.14 0.46
C 4.20914 -2.48558 1.98396 0.20 -0.24 0.18
C 2.14397 -3.63088 1.02159 0.77 -0.02 -0.11
C -1.86239 6.09981 -3.67418 0.71 -0.51 0.13
H -0.13686 -4.99093 0.37847 0.26 -0.21 0.00

Entry 3:
74
Properties=species:S:1:pos:R:3:forces:R:3 method="wB97M-V/def2-TZVPD" gap_ev=1.183 homo_energy_ev=-4.901 fmax_ev_per_a=9.6 charge=-1
H -0.02894 -3.60923 -0.93398 -0.11 2.38 0.66
H 3.78746 -3.62042 11.26254 -0.16 0.16 -0.46
H -1.17375 1.10107 -9.36480 0.05 -0.07 0.02
H 0.82627 2.47243 -5.62550 -0.21 0.12 0.15
O 4.10652 -2.60604 3.03213 -1.76 -2.28 2.86
H -3.63956 5.72976 -1.61403 -0.32 -0.16 0.10
C 2.30863 -1.40446 6.61347 0.22 -0.33 0.13
H 3.20199 0.20776 1.16729 -1.59 -0.77 -1.86
C -4.28728 4.85338 -1.70479 0.65 -1.51 0.91
H -2.34089 -3.13908 -0.67764 0.92 1.05 -0.51
H -2.29984 -2.62896 1.55648 0.39 1.58 0.87
H -5.31740 5.14780 -1.48636 0.32 0.13 0.06
H -4.78894 1.20446 -7.15158 0.06 0.09 -0.13
H 1.58679 -2.59604 4.97343 -0.17 -0.10 -0.36
C -0.11048 -2.46386 -0.60839 -0.07 -1.36 0.54
Si -0.83651 1.61019 -1.46965 0.82 -0.27 -1.69
H -0.70880 -1.63289 4.92507 0.15 -0.03 0.12
Si 1.95996 1.52186 -0.62846 0.46 -1.98 -1.77
O 5.16814 -0.79088 2.44965 0.72 1.92 0.53
Br 4.36293 -1.49444 10.08948 -0.29 -0.46 -0.01
H -2.89582 -1.09989 1.02306 0.69 -0.94 -0.06
H 2.17095 -0.40579 7.04284 -0.05 -0.17 -0.06
Li 3.47812 -3.49412 4.65127 0.37 0.87 -1.15
H 2.83364 -0.91374 -0.38435 -0.86 1.76 1.68
H 3.36038 -1.47811 6.31651 0.04 0.07 0.03
H 1.39506 -0.72181 2.32898 -0.85 -0.05 -2.67
H 1.78444 -2.84194 0.64087 -2.15 1.15 0.28
H -4.23442 4.47610 -2.72973 0.08 -0.11 0.18
O -2.78785 3.03589 -5.87919 1.19 -1.43 -1.37
O 0.82180 1.27132 -1.94307 -0.84 0.94 3.45
C -0.06628 -1.49484 5.80133 -0.33 -0.42 -0.17
O -2.80205 0.68966 -7.04531 1.15 0.07 0.66
C 1.39902 -1.61030 5.41274 -0.22 1.42 0.42
C -0.48389 1.44112 -8.58811 0.33 -0.45 -0.36
H 1.53830 0.24297 4.79933 0.03 -0.33 -0.18
N -2.08944 -1.76171 0.98874 -0.08 0.39 -1.87
C 2.37687 -0.10550 0.36449 -0.07 -0.54 0.31
H -3.77354 1.80713 -8.49551 -0.11 -0.01 0.04
H -4.20187 0.08495 -8.40585 0.17 0.05 0.15
F -5.16239 7.11755 -1.81717 -0.27 0.61 -0.04
H 0.15395 -0.00101 1.10083 1.70 -1.75 0.01
C -1.72759 -2.15787 -0.42902 1.06 1.09 -0.42
H 0.23166 -2.79943 1.71870 0.66 0.87 -1.93
H -1.68557 0.70642 -2.28802 0.14 -0.05 0.03
H 0.37055 -1.84786 -1.48058 -1.06 -0.92 1.79
O 5.05385 -2.28440 1.09307 0.44 -0.77 -1.90
C 3.41037 -3.17232 10.33731 0.02 0.12 0.28
C -3.83919 3.77497 -0.73181 2.36 -5.81 4.95
H 1.61510 2.59403 0.29466 -0.56 0.28 0.27
H 3.24269 1.92249 -1.26225 -0.19 0.05 -0.01
O 1.70207 -0.63557 4.41811 0.16 -0.28 0.30
H 0.39314 1.88477 -9.06669 -0.15 0.04 0.16
P -1.96525 1.95771 -6.51222 0.03 0.93 1.54
Be -2.76376 -3.87026 0.78768 -0.70 -1.40 -0.45
F 1.96563 0.98146 -4.97631 1.10 -0.76 -0.11
H 0.51417 1.65710 -4.07572 -0.15 0.01 -0.21
C 4.74091 -1.93129 2.23587 0.21 0.38 -0.34
H -0.46475 3.06486 -4.53872 -0.25 0.15 0.03
C 1.08348 -0.72256 1.17795 0.46 -0.20 1.13
N -3.46757 2.88026 0.07528 -2.91 6.78 -6.09
H -0.28832 -0.49936 6.20188 0.20 -0.12 0.03
H 2.11107 -2.14920 7.39063 0.00 0.11 0.03
H -1.28407 2.98307 -1.80296 0.49 -0.08 0.07
H -2.02746 -1.35331 -1.23847 0.20 -1.64 1.98
H -0.33519 -2.24227 6.55412 -0.02 0.10 -0.03
O -0.85717 1.29418 -5.54858 -2.06 -0.51 -1.34
H -0.16231 0.58838 -7.98514 0.02 0.08 -0.03
H -1.15561 1.31947 -0.07875 0.35 -0.06 0.45
C 0.04834 2.17641 -4.91696 0.30 1.00 0.24
O -1.11867 2.42817 -7.80095 -0.77 0.48 0.67
C -3.95219 0.97002 -7.81446 -0.61 0.17 -0.25
C 0.73894 -2.29327 0.79260 0.82 0.57 -0.37
Br 1.50072 -2.89157 10.57936 0.50 -0.07 -0.15
Br 3.78068 -4.43355 8.90333 -0.07 0.22 0.26

Entry 4:
8
Properties=species:S:1:pos:R:3:forces:R:3 method="wB97M-V/def2-TZVPD" gap_ev=8.500 e_above_lowest_kcal_mol=113.1 homo_energy_ev=-9.390 fmax_ev_per_a=3.9
H -1.03870 0.72503 0.85287 -0.48 -0.68 -1.03
H 2.47384 -0.81854 1.10789 0.02 -0.69 3.83
C -1.23817 0.19086 -0.12167 -0.50 -0.88 -0.19
H -1.20071 0.85696 -0.99019 1.27 -0.10 0.33
H -0.74562 -0.81241 -0.18780 0.82 1.41 -0.05
F -2.54705 -0.27164 -0.28117 -1.11 0.24 0.95
F 1.78466 0.80486 -0.14443 0.24 -0.43 -0.27
Si 2.51174 -0.67512 -0.23551 -0.26 1.13 -3.56